Record 1
Molecular formula: C17H25NO10
Method: DFT, wB97M-V/def2-TZVPD

Results
energy relative to the best compared isomer or geometry (same formula, charge and spin): 7.67 kcal/mol
E_HOMO: -0.3341 hartree
2S+1: 1
structure (SMILES): CCOC(=O)C[C@@H]1[C@H]2[C@H](C(=O)OCC)[C@@H](C(=O)OC)ON2O[C@H]1C(=O)OCC
LUMO level: 0.743 eV
M: 403.4 g/mol
calculated total energy: -1469.8942 a.u.

Atoms and positions in Å:
O (-2.097, 0.978, 1.357)
O (1.680, -0.470, -2.097)
O (2.833, 1.866, -0.904)
O (-2.230, 2.338, -0.420)
O (0.614, 1.568, -2.316)
O (3.661, -1.644, -0.108)
O (-2.365, -3.878, -0.151)
O (1.886, 3.287, 0.547)
O (-2.857, -1.812, -0.869)
O (2.169, -0.412, 1.025)
N (0.424, 0.213, -2.320)
C (0.476, 2.119, -1.008)
C (0.054, -1.472, -0.683)
C (1.808, 2.499, -0.358)
C (-0.256, 1.055, -0.170)
C (2.474, -1.096, 0.081)
C (4.663, -1.426, 0.895)
C (-0.692, -2.635, -1.349)
C (-4.077, -1.666, 1.247)
C (-3.449, 3.887, 1.014)
C (1.541, -1.445, -1.089)
C (-1.616, 1.461, 0.366)
C (-2.055, -2.864, -0.715)
C (4.115, 2.174, -0.378)
C (-0.431, -0.113, -1.181)
C (-4.152, -1.881, -0.257)
C (4.560, -2.467, 2.000)
C (-3.534, 2.774, -0.020)
H (-5.083, -1.591, 1.652)
H (3.609, -2.368, 2.519)
H (-2.981, 3.515, 1.922)
H (4.114, 2.055, 0.707)
H (-4.727, -1.091, -0.745)
H (-3.529, -0.755, 1.474)
H (4.810, 1.484, -0.850)
H (-4.085, 1.919, 0.384)
H (-1.459, -0.154, -1.544)
H (0.355, 0.735, 0.678)
H (-0.128, -3.560, -1.226)
H (-0.116, 3.034, -1.114)
H (5.366, -2.319, 2.713)
H (4.379, 3.206, -0.618)
H (-2.861, 4.715, 0.628)
H (-4.448, 4.239, 1.251)
H (-4.005, 3.123, -0.941)
H (-3.572, -2.505, 1.717)
H (5.614, -1.503, 0.366)
H (4.541, -0.421, 1.308)
H (-0.814, -2.427, -2.413)
H (1.879, -2.401, -1.509)
H (-0.042, -1.546, 0.403)
H (4.633, -3.468, 1.583)
H (-4.595, -2.857, -0.483)

natural (NBO) population analysis, charges in e, atoms 1 to 4: O -0.606; O -0.388; O -0.490; O -0.512

Record 2
Molecular formula: C2H5N3O
Method: DFT, wB97M-V/def2-TZVPD

Results
energy relative to the best compared isomer or geometry (same formula, charge and spin): 100.58 kcal/mol
E_HOMO: -0.3297 hartree
2S+1: 1
structure (SMILES): C=NO/C=N/N
LUMO level: 1.138 eV
M: 87.1 g/mol
calculated total energy: -318.5902 a.u.

Atoms and positions in Å:
O (-0.984, 0.240, -0.005)
N (1.028, -0.796, 0.186)
N (1.537, -2.102, 0.541)
N (-0.338, 1.396, -0.355)
C (-0.219, -0.814, 0.191)
C (-1.158, 2.322, -0.631)
H (-2.264, 2.200, -0.634)
H (2.354, -2.219, -0.103)
H (2.024, -2.017, 1.429)
H (-0.742, 3.290, -1.006)
H (-0.829, -1.708, 0.385)

natural (NBO) population analysis, charges in e, atoms 1 to 4: O -0.372; N -0.345; N -0.689; N -0.103

Record 3
Molecular formula: C4H4O2
Method: DFT, wB97M-V/def2-TZVPD

Results
energy relative to the best compared isomer or geometry (same formula, charge and spin): 100.46 kcal/mol
E_HOMO: -0.3812 hartree
2S+1: 1
LUMO level: 0.918 eV
M: 84.1 g/mol
calculated total energy: -305.1194 a.u.

Atoms and positions in Å:
O (0.673, 1.970, -1.142)
O (-1.242, 0.782, -0.446)
C (-0.049, -1.276, 0.115)
C (-0.691, -0.050, 0.636)
C (0.072, 0.993, -0.723)
C (0.780, 0.027, 0.064)
H (-1.024, 0.214, 1.635)
H (1.660, 1.053, -0.198)
H (-0.436, -1.714, -0.809)
H (0.258, -2.000, 0.867)

natural (NBO) population analysis, charges in e, atoms 1 to 4: O -0.590; O -0.475; C -0.405; C 0.094

Record 4
Molecular formula: C18H26O5
Method: DFT, wB97M-V/def2-TZVPD

Results
energy relative to the best compared isomer or geometry (same formula, charge and spin): 413.76 kcal/mol
E_HOMO: -0.3115 hartree
2S+1: 1
LUMO level: 0.189 eV
M: 322.4 g/mol
calculated total energy: -1077.0697 a.u.

Atoms and positions in Å:
O (8.533, 1.081, 3.165)
O (3.704, 1.032, -0.870)
O (-4.619, -2.683, -1.499)
O (-3.229, -0.848, -0.911)
O (6.817, 2.154, 4.183)
C (0.178, 0.705, -0.133)
C (6.753, 0.776, 0.993)
C (6.323, 1.571, 2.278)
C (2.458, 1.256, -1.068)
C (4.596, 1.212, 0.029)
C (7.275, 1.526, 3.188)
C (-2.094, -1.325, -1.370)
C (5.159, 1.853, 2.385)
C (-4.254, -1.759, -0.547)
C (-6.359, -0.185, -0.643)
C (4.287, 1.601, 1.429)
C (-0.906, -0.189, 0.688)
C (1.532, 0.454, -0.237)
C (-5.450, -1.622, -2.707)
C (-6.785, -1.186, -1.967)
C (-1.219, -1.416, -0.374)
C (5.943, 0.716, -0.089)
C (-5.468, -0.975, 0.056)
H (2.019, 0.295, 0.749)
H (4.813, 2.450, 3.076)
H (-0.455, -0.567, 1.580)
H (3.051, 2.057, 1.497)
H (-5.674, 0.716, -1.229)
H (1.632, -0.642, -0.566)
H (-0.073, -1.948, -0.736)
H (-4.997, -0.384, 1.059)
H (7.582, 2.261, 4.989)
H (7.935, 0.372, 0.702)
H (-7.389, -1.901, -1.389)
H (2.247, 2.276, -0.483)
H (0.255, 1.570, 0.302)
H (-1.762, -0.355, -2.054)
H (-2.269, -2.404, -1.875)
H (-3.875, -2.224, 0.210)
H (-4.797, -1.142, -3.161)
H (-7.259, -0.681, -2.756)
H (-6.132, -1.799, 0.752)
H (-0.168, 0.945, -1.158)
H (-7.153, 0.274, -0.463)
H (1.981, 1.329, -2.023)
H (6.286, 0.239, -1.067)
H (-1.748, 0.290, 0.805)
H (-5.704, -2.580, -3.169)
H (-1.519, -2.193, 0.430)

natural (NBO) population analysis, charges in e, atoms 1 to 4: O -0.670; O -0.458; O -0.576; O -0.571

Record 5
Molecular formula: C34H33N10O2S2Sr
Method: DFT, wB97M-V/def2-TZVPD

Results
net charge: +1
energy relative to the best compared isomer or geometry (same formula, charge and spin): 15.16 kcal/mol
E_HOMO: -0.3378 hartree
2S+1: 1
LUMO level: -3.570 eV
M: 765.5 g/mol
calculated total energy: -2840.3889 a.u.

Atoms and positions in Å:
Sr (0.380, -0.328, -0.025)
S (3.827, -4.067, -0.842)
S (-2.053, -4.736, 1.546)
O (-6.815, 2.115, 1.438)
O (-7.733, 1.182, -0.243)
N (-2.577, -2.268, 2.108)
N (2.421, -0.287, 1.783)
N (-2.111, -1.203, -1.073)
N (2.192, 1.016, -0.730)
N (-1.806, 0.981, 0.434)
N (-0.508, -2.774, 1.155)
N (1.720, -2.608, -0.583)
N (3.460, -1.546, -1.743)
N (-6.772, 1.430, 0.479)
N (0.076, 1.372, -2.293)
C (-4.517, -1.134, -0.951)
C (-5.638, -0.377, -0.523)
C (2.735, -1.567, 2.358)
C (6.017, 0.535, 0.916)
C (-3.998, 2.474, 1.448)
C (-0.319, 3.627, -1.252)
C (-4.259, 1.311, 0.646)
C (-3.336, -3.029, -1.865)
C (2.553, -4.639, 0.245)
C (0.380, 2.463, -1.374)
C (1.595, 2.239, -0.643)
C (-0.481, -5.087, 0.874)
C (-2.145, -2.393, -1.592)
C (4.600, 1.381, -0.830)
C (1.021, 1.291, -3.416)
C (-1.690, -3.107, 1.592)
C (3.568, 0.275, 1.097)
C (-5.518, 0.776, 0.173)
C (2.888, -2.584, -1.067)
C (1.923, 0.703, 2.825)
C (-4.559, -2.367, -1.636)
C (3.444, 0.944, -0.129)
C (-1.233, 1.502, -2.828)
C (0.156, -3.928, 0.743)
C (-3.091, 0.597, 0.215)
C (-1.659, 2.021, 1.243)
C (5.856, 1.135, -0.321)
C (-3.263, -0.611, -0.645)
C (4.882, 0.103, 1.620)
C (1.460, -3.801, 0.133)
C (1.995, 3.305, 0.257)
C (0.061, 4.605, -0.330)
C (1.258, 4.438, 0.361)
C (-2.726, 2.821, 1.713)
H (1.524, 5.180, 1.053)
H (2.971, -0.627, -1.726)
H (3.325, -2.230, 1.753)
H (4.463, -1.440, -1.794)
H (-2.306, -1.352, 2.420)
H (-6.597, -0.768, -0.799)
H (1.825, -2.076, 2.626)
H (-1.171, -2.830, -1.766)
H (-0.211, -6.155, 0.728)
H (-4.758, 3.122, 1.770)
H (-1.393, 0.705, -3.607)
H (2.707, 0.976, 3.517)
H (-0.488, 5.499, -0.250)
H (2.038, 1.240, -3.069)
H (1.236, 0.254, 3.564)
H (7.005, 0.303, 1.322)
H (-1.226, 3.751, -1.812)
H (2.700, -5.494, 0.846)
H (0.921, 2.186, -3.998)
H (4.914, -0.308, 2.580)
H (-5.515, -2.774, -1.882)
H (2.918, 3.155, 0.760)
H (-1.398, 2.422, -3.373)
H (3.336, -1.479, 3.249)
H (-3.328, -4.017, -2.235)
H (1.512, 1.577, 2.262)
H (0.855, 0.474, -4.057)
H (4.447, 1.936, -1.798)
H (-0.667, 2.410, 1.441)
H (6.750, 1.610, -0.799)
H (-2.555, 3.780, 2.212)
H (-3.464, -2.647, 2.455)
H (-2.032, 1.415, -2.062)

Mulliken population analysis, charges in e, atoms 1 to 4: Sr 1.311; S -0.212; S -0.253; O -0.575

Record 6
Molecular formula: C14H20N2O4S
Method: DFT, wB97M-V/def2-TZVPD

Results
energy relative to the best compared isomer or geometry (same formula, charge and spin): 274.74 kcal/mol
E_HOMO: -0.3134 hartree
2S+1: 1
LUMO level: -0.606 eV
M: 312.4 g/mol
calculated total energy: -1353.7316 a.u.

Atoms and positions in Å:
S (5.236, -2.087, -0.576)
O (0.529, -1.553, -0.466)
O (-0.165, 3.705, 0.290)
O (-6.189, -2.590, 0.021)
O (0.766, 2.684, -1.545)
N (1.396, 1.648, 1.211)
N (-0.294, 0.436, -1.403)
C (0.597, -0.352, -0.503)
C (-1.023, 1.560, -0.744)
C (-5.146, -1.739, -0.022)
C (6.154, -1.061, 0.790)
C (-2.653, -1.179, 0.078)
C (2.906, -0.457, 0.545)
C (-3.646, -2.137, -0.188)
C (3.737, -0.860, -0.661)
C (-2.843, 0.209, 0.151)
C (-0.082, 2.793, -0.573)
C (-4.286, 0.570, 0.142)
C (1.803, 0.546, 0.253)
C (-5.447, -0.408, 0.165)
C (-1.812, 1.340, 0.489)
H (-1.810, 1.905, -1.604)
H (0.910, 1.216, 2.165)
H (2.005, 1.211, -0.583)
H (-1.253, 0.749, 1.438)
H (2.468, -1.442, 1.007)
H (7.047, -1.487, 2.006)
H (-5.552, -3.591, -0.726)
H (4.206, -0.179, -1.256)
H (1.917, 2.522, 1.266)
H (-1.683, -1.871, -0.189)
H (-2.114, 2.313, 1.063)
H (-4.455, 1.646, 0.215)
H (-1.026, 0.052, -2.022)
H (-3.335, -3.166, -0.289)
H (3.639, -0.097, 1.312)
H (6.889, -0.177, 0.332)
H (5.219, -0.794, 1.567)
H (3.114, -1.640, -1.165)
H (0.691, 1.619, -1.814)
H (-6.414, 0.142, -0.177)

natural (NBO) population analysis, charges in e, atoms 1 to 4: S 0.147; O -0.546; O -0.624; O -0.600

Record 7
Molecular formula: C13H28BrN6O3
Method: DFT, wB97M-V/def2-TZVPD

Results
net charge: +1
energy relative to the best compared isomer or geometry (same formula, charge and spin): 155.87 kcal/mol
E_HOMO: -0.4556 hartree
2S+1: 1
LUMO level: -4.132 eV
M: 396.3 g/mol
calculated total energy: -3639.9541 a.u.

Atoms and positions in Å:
Br (4.623, 2.796, -1.632)
O (-0.779, -0.109, -3.221)
O (1.832, -1.882, 2.580)
O (2.546, 1.716, -3.297)
N (-0.328, 2.088, -2.081)
N (-0.444, 0.457, -0.196)
N (1.665, -0.677, 4.476)
N (1.182, -2.888, 4.488)
N (1.129, 2.502, 0.003)
N (-3.234, 1.776, 2.147)
C (-2.366, -1.826, -2.026)
C (0.652, -0.580, -0.096)
C (2.993, -0.021, -1.461)
C (-1.155, 0.691, 1.117)
C (-1.343, 1.189, -2.814)
C (-1.818, -1.136, -3.409)
C (0.099, 1.728, -0.811)
C (-1.612, -3.215, -1.593)
C (2.183, 0.057, -0.039)
C (3.276, 1.423, -2.183)
C (-2.140, 2.037, 1.092)
C (1.576, -1.819, 3.772)
C (2.131, 1.539, 0.659)
H (1.102, -3.768, 3.996)
H (-3.504, -2.119, -2.234)
H (4.035, -0.598, -1.378)
H (0.609, -1.222, -1.079)
H (-2.392, -1.076, -1.109)
H (0.966, -2.856, 5.470)
H (-2.591, 2.210, 0.010)
H (-2.755, -0.582, -3.897)
H (0.435, -1.302, 0.819)
H (-1.520, 2.971, 1.427)
H (-0.452, 0.656, 2.063)
H (-2.245, 1.003, -2.077)
H (-1.545, -4.027, -2.449)
H (3.196, 2.038, 0.823)
H (1.705, 1.371, 1.762)
H (1.958, 0.152, 3.975)
H (2.779, -0.645, 0.721)
H (0.591, 3.008, 0.740)
H (0.082, 2.965, -2.515)
H (-0.521, -3.082, -1.179)
H (-2.966, 2.398, 2.953)
H (-1.364, -1.965, -4.100)
H (-1.909, -0.225, 1.254)
H (1.458, -0.606, 5.458)
H (2.364, -0.664, -2.246)
H (-1.775, 1.754, -3.755)
H (-4.168, 2.033, 1.756)
H (-2.243, -3.667, -0.686)

natural (NBO) population analysis, charges in e, atoms 1 to 4: Br 0.063; O -0.551; O -0.707; O -0.560

Record 8
Molecular formula: C8H12O2
Method: DFT, wB97M-V/def2-TZVPD

Results
energy relative to the best compared isomer or geometry (same formula, charge and spin): 3.28 kcal/mol
E_HOMO: -0.3229 hartree
2S+1: 1
structure (SMILES): CCc1ccc(O)cc1.O
LUMO level: 0.645 eV
M: 140.2 g/mol
calculated total energy: -462.5011 a.u.

Atoms and positions in Å:
O (3.012, 0.859, 0.225)
O (3.394, 3.199, -1.003)
C (0.781, 1.251, 0.640)
C (-0.535, 0.832, 0.751)
C (1.734, 0.340, 0.243)
C (-2.361, -0.916, 0.581)
C (1.437, -0.989, 0.101)
C (-3.147, -1.356, -0.711)
C (-0.883, -0.451, 0.479)
C (0.113, -1.416, 0.192)
H (3.343, 2.312, -0.580)
H (3.679, 0.151, 0.051)
H (-1.347, 1.506, 1.054)
H (0.915, 2.327, 0.810)
H (-2.285, -1.836, 1.193)
H (-3.176, -0.523, -1.434)
H (-0.161, -2.467, 0.029)
H (-3.012, -0.204, 1.124)
H (-2.609, -2.202, -1.171)
H (2.149, -1.791, -0.137)
H (-4.182, -1.671, -0.497)
H (3.142, 3.042, -1.941)

natural (NBO) population analysis, charges in e, atoms 1 to 4: O -0.695; O -0.972; C -0.256; C -0.184